# 1
ORCA calculation (ωB97M-V with the def2-TZVPD basis set) on a 5-piece molecular cluster, C36H63NO8S overall at a distorted geometry.

Summary:
- strongest force on any atom (eV/Å) = 2.02
- highest occupied orbital energy (Ha) = -0.31373
- HOMO-LUMO gap (eV) = 7.89
- calculated total energy (hartree) = -2464.27081
- molar mass (g/mol) = 669.97
- structure (SMILES) = C=CC(=O)OCCCCCCc1c(CCCCCC)cc(S)c2c1C(=O)C=C(NCCC)C2=O.CCO.CCO.CCO.CCO

The geometry in XYZ format:
```
109
C36H63NO8S (ωB97M-V with the def2-TZVPD basis set)
C 5.379 -5.789 0.496
C 4.369 -4.958 0.134
C 4.416 -3.476 0.311
O 3.507 -2.814 -0.166
O 5.486 -2.956 0.938
C 5.304 -1.573 1.313
C 5.591 -0.607 0.162
C 5.292 0.884 0.470
C 4.143 1.134 1.452
C 2.742 0.944 0.842
C 1.630 1.558 1.732
C 0.275 0.876 1.559
C -0.350 0.201 2.617
C 0.271 0.100 4.008
C 0.283 -1.403 4.452
C 1.194 -2.312 3.571
C 0.467 -3.577 3.032
C 0.717 -3.920 1.551
C 0.533 -2.756 0.569
C -1.572 -0.398 2.429
C -2.197 -0.389 1.191
S -3.768 -1.170 0.925
C -1.564 0.247 0.148
C -0.342 0.898 0.318
C 0.245 1.596 -0.907
O 0.860 2.643 -0.827
C 0.010 0.881 -2.196
C -1.149 0.240 -2.354
N -1.522 -0.503 -3.479
C -0.427 -1.222 -4.154
C 0.371 -2.195 -3.273
C -0.287 -3.580 -3.102
C -2.166 0.274 -1.228
O -3.360 0.354 -1.445
H 5.799 -6.459 -0.255
H 5.749 -5.725 1.520
H 3.484 -5.372 -0.351
H 4.314 -1.461 1.763
H 6.042 -1.382 2.102
H 6.652 -0.733 -0.099
H 5.032 -0.929 -0.724
H 5.128 1.378 -0.495
H 6.199 1.329 0.904
H 4.208 0.556 2.383
H 4.210 2.193 1.753
H 2.761 1.393 -0.156
H 2.522 -0.125 0.690
H 1.996 1.452 2.758
H 1.514 2.634 1.565
H 1.310 0.421 4.048
H -0.349 0.629 4.738
H 0.682 -1.380 5.477
H -0.726 -1.820 4.525
H 1.678 -1.707 2.794
H 1.999 -2.652 4.236
H 0.861 -4.423 3.617
H -0.606 -3.542 3.262
H -0.036 -4.675 1.273
H 1.686 -4.412 1.393
H -0.521 -2.459 0.520
H 1.202 -1.912 0.753
H 0.795 -3.125 -0.430
H -2.092 -0.907 3.235
H -3.947 -2.090 1.900
H 0.774 0.896 -2.968
H -2.235 -1.158 -3.169
H -0.910 -1.839 -4.940
H 0.214 -0.527 -4.706
H 0.624 -1.811 -2.280
H 1.333 -2.362 -3.782
H -1.153 -3.495 -2.432
H -0.533 -4.054 -4.058
H 0.451 -4.227 -2.610
C 0.905 6.451 -3.270
C 1.499 6.451 -1.873
O 0.572 5.936 -0.926
H -0.006 7.050 -3.296
H 1.612 6.855 -3.997
H 0.634 5.437 -3.573
H 1.750 7.466 -1.565
H 2.411 5.845 -1.843
H 0.359 5.034 -1.190
C -5.950 3.179 -0.965
C -6.024 2.704 0.475
O -5.950 1.285 0.546
H -6.762 2.745 -1.551
H -6.015 4.267 -1.024
H -5.013 2.859 -1.429
H -6.967 3.006 0.928
H -5.204 3.132 1.064
H -5.111 1.016 0.155
C -2.850 4.060 4.854
C -1.637 3.694 5.689
O -0.564 3.251 4.861
H -3.178 3.203 4.264
H -3.676 4.389 5.487
H -2.607 4.861 4.152
H -1.876 2.880 6.374
H -1.299 4.553 6.278
H -0.342 3.971 4.261
C -5.230 -1.866 -6.513
C -3.910 -2.614 -6.533
O -2.812 -1.712 -6.408
H -5.267 -1.138 -7.323
H -6.071 -2.553 -6.618
H -5.346 -1.313 -5.577
H -3.787 -3.147 -7.475
H -3.867 -3.342 -5.715
H -2.914 -1.246 -5.570
```

# 2
ORCA calculation (ωB97M-V with the def2-TZVPD basis set) on a 10-piece molecular cluster, C36H64BO30S7 overall at a distorted geometry.

Summary:
- strongest force on any atom (eV/Å) = 5.25
- highest occupied orbital energy (Ha) = -0.27981
- HOMO-LUMO gap (eV) = 9.05
- calculated total energy (hartree) = -6479.50067
- molar mass (g/mol) = 1212.16
- net charge = -1

The geometry in XYZ format:
```
138
C36H64BO30S7 (ωB97M-V with the def2-TZVPD basis set)
O 4.461 -0.134 0.829
C 3.376 -0.447 0.370
O 2.543 -1.383 0.805
B 1.405 -1.498 -0.064
O 1.665 -0.561 -1.184
C 2.709 0.219 -0.925
O 3.173 1.078 -1.575
O 0.147 -1.319 0.695
C -0.559 -2.425 0.562
O -1.634 -2.644 1.009
C 0.242 -3.379 -0.338
O 1.362 -2.822 -0.683
O -0.171 -4.541 -0.628
C 1.263 -1.646 6.939
C 1.398 -3.128 6.466
O 1.187 -3.844 7.623
S 0.816 -3.023 8.959
O 1.479 -3.516 10.147
O -0.678 -2.920 9.083
O 1.544 -1.672 8.315
H 0.196 -1.453 6.822
H 1.808 -0.834 6.459
H 2.351 -3.383 6.004
H 0.591 -3.446 5.806
O 5.636 10.359 0.155
S 4.728 9.268 0.503
O 4.440 9.190 1.937
O 3.345 9.552 -0.326
C 2.216 8.716 -0.254
C 0.997 9.371 -0.855
C 5.458 7.632 -0.154
H 1.884 8.385 0.730
H 2.315 7.815 -0.859
H 0.842 10.426 -0.629
H 0.106 8.752 -0.748
H 1.116 9.584 -1.917
H 4.709 6.877 0.088
H 6.349 7.445 0.446
H 5.653 7.743 -1.220
O -13.041 -6.591 4.419
S -12.590 -5.930 3.231
O -13.214 -4.766 2.556
O -11.005 -5.544 3.386
C -10.114 -6.346 4.258
C -8.721 -6.032 3.910
C -12.428 -7.034 1.850
H -10.284 -7.423 4.249
H -10.146 -6.043 5.304
H -8.446 -5.040 4.267
H -8.637 -5.848 2.839
H -8.016 -6.800 4.228
H -11.588 -7.625 2.215
H -12.293 -6.393 0.978
H -13.407 -7.505 1.758
O 2.037 5.516 5.638
S 1.847 5.310 7.056
O 0.827 4.455 7.596
O 3.382 4.785 7.603
C 4.590 5.338 7.080
C 5.212 4.495 5.882
C 1.812 6.952 7.960
H 5.336 5.369 7.874
H 4.500 6.379 6.770
H 4.650 4.749 4.983
H 5.273 3.431 6.110
H 6.242 4.733 5.616
H 2.135 6.688 8.968
H 0.759 7.164 8.146
H 2.379 7.787 7.549
O 2.004 0.677 -10.037
S 2.316 1.478 -8.827
O 3.667 2.143 -8.677
O 1.172 2.568 -8.690
C 1.238 3.545 -7.593
C 0.303 4.728 -7.964
C 1.817 0.401 -7.433
H 2.248 3.952 -7.575
H 1.010 3.140 -6.607
H 0.418 4.918 -9.032
H 0.477 5.557 -7.278
H -0.738 4.404 -7.939
H 1.257 0.980 -6.699
H 2.787 0.037 -7.093
H 1.211 -0.382 -7.889
O -4.859 -1.493 -6.223
S -6.112 -1.604 -5.505
O -7.452 -1.428 -6.088
O -6.219 -3.081 -4.797
C -5.207 -4.141 -5.010
C -5.312 -4.898 -6.402
C -6.035 -0.504 -3.977
H -5.162 -4.908 -4.237
H -4.240 -3.641 -5.071
H -6.154 -5.589 -6.440
H -4.376 -5.356 -6.724
H -5.558 -4.116 -7.121
H -7.025 -0.528 -3.521
H -5.757 0.456 -4.413
H -5.303 -0.946 -3.301
O -7.135 3.219 3.297
S -7.189 2.464 1.992
O -8.351 2.384 1.153
O -5.977 2.989 0.957
C -4.646 3.076 1.467
C -3.805 3.425 0.259
C -6.667 0.626 2.338
H -4.361 2.094 1.842
H -4.484 3.762 2.299
H -3.710 2.617 -0.466
H -2.761 3.631 0.492
H -4.304 4.242 -0.263
H -7.688 0.354 2.609
H -6.132 0.456 3.272
H -6.192 0.163 1.473
C 12.344 4.255 -2.037
C 12.623 4.828 -3.259
C 11.849 4.483 -4.352
C 10.700 3.702 -4.296
C 10.377 3.230 -2.991
C 11.223 3.477 -1.881
H 12.924 4.580 -1.186
H 13.554 5.335 -3.464
H 12.141 4.942 -5.285
H 10.028 3.537 -5.125
H 9.539 2.566 -2.844
H 10.952 3.100 -0.906
C 2.465 -11.764 -2.238
C 3.096 -12.835 -2.912
C 4.048 -13.620 -2.343
C 4.375 -13.370 -1.063
C 3.745 -12.344 -0.276
C 2.811 -11.535 -0.956
H 1.813 -11.083 -2.764
H 2.712 -13.040 -3.900
H 4.518 -14.365 -2.967
H 5.146 -13.884 -0.508
H 4.034 -11.998 0.706
H 2.453 -10.691 -0.385
```

# 3
ORCA calculation (ωB97M-V with the def2-TZVPD basis set) on a 7-piece molecular cluster, C36H64Br2N2O18P overall at a distorted geometry.

Summary:
- strongest force on any atom (eV/Å) = 1.20
- highest occupied orbital energy (Ha) = -0.45918
- HOMO-LUMO gap (eV) = 10.12
- calculated total energy (hartree) = -8363.20294
- molar mass (g/mol) = 1003.69
- net charge = +1

The geometry in XYZ format:
```
123
C36H64Br2N2O18P (ωB97M-V with the def2-TZVPD basis set)
C 3.817 -0.305 0.672
C 2.487 -0.395 -0.087
C 2.553 -1.285 -1.329
C 1.918 -2.667 -1.155
C 0.463 -2.739 -1.670
C -0.514 -3.019 -0.547
C -1.992 -2.782 -0.830
C -2.348 -1.468 -1.506
C -2.499 -0.322 -0.551
N -1.138 0.070 0.030
P -1.221 0.020 1.836
N -0.010 0.507 2.642
C -0.534 1.357 -0.468
Br -0.304 1.269 -2.373
C -1.280 2.615 0.002
C -2.176 3.345 -0.972
Br 0.114 3.852 0.586
H 3.676 -0.519 1.730
H 4.509 -1.051 0.304
H 4.244 0.685 0.590
H 2.248 0.618 -0.409
H 1.691 -0.715 0.590
H 2.071 -0.760 -2.152
H 3.589 -1.383 -1.631
H 2.513 -3.400 -1.686
H 1.929 -2.906 -0.095
H 0.423 -3.513 -2.427
H 0.264 -1.790 -2.167
H -0.409 -4.067 -0.278
H -0.197 -2.478 0.351
H -2.518 -2.832 0.123
H -2.410 -3.590 -1.418
H -3.309 -1.578 -1.990
H -1.654 -1.205 -2.296
H -2.963 0.549 -0.999
H -3.137 -0.647 0.269
H -0.477 -0.677 -0.223
H -2.404 0.733 2.028
H -1.584 -1.321 2.010
H 0.797 0.834 2.122
H 0.480 1.389 -0.104
H -1.848 2.414 0.900
H -2.859 2.682 -1.487
H -1.597 3.928 -1.675
H -2.782 4.043 -0.404
C -8.831 -1.629 -2.226
C -7.700 -0.793 -2.762
C -6.359 -1.493 -2.838
O -5.442 -0.402 -2.630
C -6.077 0.548 -1.917
O -5.514 1.460 -1.387
O -7.393 0.305 -1.863
H -8.687 -1.844 -1.170
H -9.781 -1.109 -2.336
H -8.890 -2.568 -2.775
H -7.955 -0.367 -3.734
H -6.169 -1.960 -3.800
H -6.214 -2.223 -2.043
C 5.112 -2.786 -6.080
C 3.680 -3.227 -5.924
C 2.797 -2.289 -5.121
O 1.853 -3.194 -4.525
C 2.440 -4.414 -4.435
O 1.992 -5.321 -3.809
O 3.591 -4.433 -5.133
H 5.616 -2.791 -5.114
H 5.654 -3.456 -6.745
H 5.153 -1.780 -6.497
H 3.230 -3.441 -6.897
H 2.274 -1.554 -5.727
H 3.350 -1.783 -4.326
C 7.274 4.788 -1.724
C 5.982 4.061 -1.992
C 5.106 3.829 -0.775
O 4.439 2.596 -1.105
C 5.234 1.915 -1.970
O 5.084 0.771 -2.265
O 6.227 2.702 -2.416
H 7.928 4.178 -1.100
H 7.799 5.001 -2.653
H 7.077 5.731 -1.216
H 5.415 4.552 -2.786
H 4.373 4.614 -0.611
H 5.694 3.675 0.133
C 5.768 1.160 5.737
C 6.026 2.181 4.659
C 5.585 1.779 3.265
O 6.521 2.470 2.431
C 7.659 2.673 3.151
O 8.682 3.058 2.694
O 7.439 2.375 4.452
H 6.378 0.273 5.569
H 6.021 1.558 6.718
H 4.716 0.875 5.742
H 5.598 3.149 4.934
H 4.574 2.100 3.021
H 5.679 0.706 3.085
C -1.292 3.101 4.923
C -1.117 4.599 4.908
C 0.164 5.087 4.260
O 0.436 6.293 4.977
C -0.148 6.198 6.202
O 0.036 6.945 7.102
O -0.972 5.117 6.240
H -0.541 2.639 5.563
H -2.274 2.828 5.309
H -1.184 2.699 3.914
H -1.985 5.087 4.456
H 0.053 5.295 3.200
H 0.992 4.390 4.413
C -7.935 -5.702 2.700
C -7.620 -4.527 1.812
C -8.226 -4.577 0.423
O -7.250 -3.864 -0.363
C -6.054 -3.970 0.263
O -5.005 -3.640 -0.209
O -6.207 -4.472 1.495
H -7.479 -6.609 2.304
H -7.550 -5.544 3.705
H -9.014 -5.844 2.764
H -7.873 -3.586 2.306
H -9.190 -4.081 0.355
H -8.308 -5.593 0.034
```

# 4
ORCA calculation (ωB97M-V with the def2-TZVPD basis set) on C36H65BaN2O7P2S2Si as an isolated structure at a distorted geometry.

Summary:
- energy relative to the best compared isomer or geometry (same formula, charge and spin) (kJ/mol) = 325.1
- strongest force on any atom (eV/Å) = 8.09
- highest occupied orbital energy (Ha) = -0.10121
- HOMO-LUMO gap (eV) = 4.90
- calculated total energy (hartree) = -3841.27551
- molar mass (g/mol) = 929.42
- net charge = -1

The geometry in XYZ format:
```
116
C36H65BaN2O7P2S2Si (ωB97M-V with the def2-TZVPD basis set)
Ba -1.193 -0.777 0.373
C 0.296 6.150 4.424
C 0.127 4.701 4.040
C -0.379 3.775 4.950
C -0.569 2.450 4.588
C -0.252 2.050 3.299
C 0.282 2.946 2.380
C 0.466 4.267 2.760
S -0.519 0.374 2.821
O -0.287 -0.461 3.974
O 0.376 0.158 1.693
N -1.986 0.319 2.280
C -2.866 -0.695 2.688
C -3.184 -0.975 4.025
C -4.051 -2.010 4.296
C -4.590 -2.758 3.249
C -4.250 -2.404 1.962
N -3.420 -1.387 1.683
H 0.364 6.269 5.506
H -0.556 6.740 4.078
H 1.193 6.574 3.972
H -0.621 4.095 5.957
H -0.941 1.722 5.299
H 0.549 2.598 1.389
H 0.893 4.972 2.053
H -2.742 -0.382 4.812
H -4.317 -2.238 5.322
H -5.252 -3.595 3.433
H -4.621 -2.944 1.094
C 0.722 -3.415 2.263
C 2.008 -3.077 1.520
C 3.070 -2.586 2.501
C 2.513 -4.313 0.785
O 1.645 -2.093 0.536
Si 2.515 -0.887 -0.221
S 1.286 0.172 -1.482
O 3.252 -0.020 0.979
C 4.270 0.980 0.994
C 4.195 1.908 -0.217
C 5.633 0.287 1.038
C 4.052 1.779 2.271
O 3.822 -1.629 -0.967
C 4.065 -2.116 -2.292
C 5.266 -3.045 -2.171
C 4.415 -0.951 -3.214
C 2.865 -2.887 -2.837
H 0.884 -4.262 2.934
H -0.062 -3.686 1.543
H 0.389 -2.564 2.863
H 3.233 -3.357 3.260
H 2.740 -1.668 2.992
H 4.014 -2.382 1.991
H 2.786 -5.100 1.495
H 3.391 -4.051 0.190
H 1.735 -4.692 0.117
H 4.469 1.377 -1.135
H 4.879 2.750 -0.075
H 3.175 2.280 -0.350
H 5.696 -0.432 0.219
H 5.754 -0.250 1.983
H 6.444 1.017 0.940
H 3.066 2.251 2.248
H 4.817 2.554 2.382
H 4.088 1.112 3.136
H 6.107 -2.508 -1.723
H 5.567 -3.417 -3.155
H 5.021 -3.898 -1.533
H 5.288 -0.418 -2.823
H 3.573 -0.257 -3.268
H 4.647 -1.317 -4.220
H 2.605 -3.714 -2.173
H 3.100 -3.291 -3.827
H 1.999 -2.227 -2.917
C -0.200 -0.572 -4.553
P -1.769 -0.776 -3.616
C -2.495 -2.182 -4.562
C -2.725 0.627 -4.352
C -4.166 0.699 -3.805
P -4.259 0.860 -1.948
C -4.864 -0.807 -1.456
C -5.867 1.763 -1.831
H -0.385 -0.302 -5.597
H 0.361 -1.510 -4.514
H 0.414 0.185 -4.064
H -2.688 -1.913 -5.606
H -3.423 -2.518 -4.090
H -1.795 -3.020 -4.525
H -2.724 0.550 -5.444
H -2.182 1.540 -4.080
H -4.727 -0.196 -4.097
H -4.684 1.560 -4.234
H -5.748 -1.093 -2.031
H -5.116 -0.785 -0.392
H -4.084 -1.563 -1.573
H -6.640 1.274 -2.430
H -5.753 2.796 -2.169
H -6.190 1.781 -0.787
C -1.019 4.488 -1.059
C -2.316 4.724 -0.256
C -2.631 3.337 0.348
O -1.520 2.505 0.026
C -1.001 2.976 -1.218
H -0.147 4.803 -0.481
H -1.006 5.011 -2.017
H -3.128 5.051 -0.907
H -2.182 5.480 0.519
H -3.544 2.921 -0.086
H -2.732 3.348 1.432
H -1.661 2.663 -2.037
H -0.019 2.530 -1.364
C -1.003 -4.048 -1.907
C -1.962 -3.209 -1.015
O -3.109 -3.694 -0.921
H -1.557 -4.710 -2.592
H -0.395 -4.667 -1.231
H -0.308 -3.398 -2.460
```

> What is the strongest force on any atom in the second record?

5.25 eV/Å